{"formula": "C6H37NO11S", "method": "the ωB97M-V functional and the def2-TZVPD basis", "e_above_lowest_kj_mol": 0.00, "gap_ev": 9.401, "smiles": "CCCNCCCS.O.O.O.O.O.O.O.O.O.O.O", "total_energy_ev": -41670.7250, "species": ["C", "C", "C", "N", "C", "C", "C", "S", "H", "H", "H", "H", "H", "H", "H", "H", "H", "H", "H", "H", "H", "H", "H", "O", "H", "H", "O", "H", "H", "O", "H", "H", "O", "H", "H", "O", "H", "H", "O", "H", "H", "O", "H", "H", "O", "H", "H", "O", "H", "H", "O", "H", "H", "O", "H", "H"], "positions_angstrom": [[-2.031, -2.438, 0.424], [-0.608, -3.024, 0.388], [0.468, -1.981, 0.723], [0.709, -0.936, -0.282], [-0.198, 0.211, -0.267], [0.503, 1.524, -0.596], [0.273, 1.911, -2.069], [0.779, 3.627, -2.493], [-2.639, -3.149, 1.005], [-2.519, -2.486, -0.526], [-2.118, -1.497, 0.960], [-0.539, -3.903, 1.037], [-0.450, -3.450, -0.618], [1.414, -2.523, 0.847], [0.151, -1.493, 1.648], [0.848, -1.339, -1.202], [-1.165, 0.112, -0.777], [-0.525, 0.333, 0.772], [1.527, 1.709, -0.276], [0.042, 2.323, 0.012], [-0.809, 1.874, -2.225], [0.748, 1.122, -2.653], [1.679, 3.222, -3.412], [-3.794, 0.101, -2.050], [-3.049, 0.420, -2.580], [-3.728, -0.851, -2.194], [4.480, -0.242, 1.395], [4.048, 0.445, 1.920], [4.316, -1.044, 1.894], [-1.398, 1.695, 2.410], [-1.495, 2.642, 2.250], [-2.130, 1.224, 1.996], [2.227, 3.550, 1.564], [2.757, 3.542, 0.763], [1.923, 2.639, 1.750], [1.083, -2.313, -3.445], [1.721, -2.701, -2.818], [0.262, -2.802, -3.377], [2.400, -3.630, -1.442], [2.055, -2.842, -0.991], [3.344, -3.412, -1.425], [-1.329, -0.972, -3.331], [-0.615, -0.679, -3.912], [-0.830, -1.131, -2.520], [-0.409, 4.142, 1.744], [-0.682, 4.942, 1.308], [0.546, 4.064, 1.508], [-3.763, 0.233, 0.591], [-4.434, 0.870, 0.320], [-3.468, -0.039, -0.311], [-0.046, -0.179, 3.850], [0.294, 0.114, 4.698], [-0.481, 0.604, 3.445], [1.816, 0.968, 2.205], [1.292, 0.493, 2.892], [1.548, 0.400, 1.471]]}